This record from the OMol25 dataset describes a cluster of 2 separate species, C12H15N5O4 in total at a distorted geometry. The level of theory is wB97M-V/def2-TZVPD.

Positions of all 36 atoms, in Å:
N (4.226, -1.072, 2.062)
C (3.505, -0.202, 1.281)
N (3.856, 1.300, 1.212)
C (2.789, 1.795, 0.258)
N (1.946, 0.609, -0.161)
N (2.313, -0.587, 0.434)
C (1.605, -1.904, 0.199)
C (0.796, -2.365, 1.549)
C (-0.487, -1.426, 1.946)
O (-1.670, -2.064, 2.156)
N (-0.485, 0.072, 2.154)
C (-1.471, 0.792, 1.256)
C (-2.530, 1.962, 1.786)
C (-3.536, 2.722, 0.691)
C (-3.526, 2.349, -0.936)
C (-2.519, 1.160, -1.456)
C (-1.542, 0.436, -0.350)
H (4.008, -2.098, 1.964)
H (4.973, -0.702, 2.715)
H (2.537, 2.856, -0.168)
H (1.182, 0.793, -0.849)
H (0.898, -1.827, -0.759)
H (2.422, -2.721, -0.011)
H (1.533, -2.424, 2.477)
H (0.394, -3.456, 1.373)
H (-0.858, 0.236, 3.137)
H (-2.581, 2.303, 2.911)
H (-4.304, 3.564, 1.015)
H (-4.203, 2.897, -1.718)
H (-2.451, 0.835, -2.603)
H (-0.802, -0.394, -0.752)
C (-1.276, -0.637, -4.182)
O (-1.721, 0.431, -4.667)
O (-0.785, -1.417, -5.135)
O (-1.227, -1.055, -3.004)
H (-1.010, -0.758, -5.822)

Atoms 1-3, force components in eV/Å:
-0.853 0.152 -0.749
-1.385 2.736 -1.573
-5.629 -3.201 -3.626

Summary:
HOMO level   -7.393 eV
Energy relative to the best compared isomer or geometry (same formula, charge and spin)   1605.0 kJ/mol
Charge   0
Frontier orbital gap   6.00 eV

And the natural (NBO) charges, in e, turn out to be: number 1, N, carries -0.8073; number 2, C, carries 0.5837; number 3, N, carries -0.4576; number 4, C, carries 0.2389; number 5, N, carries -0.3517; number 6, N, carries -0.2087; number 7, C, carries -0.2538; number 8, C, carries -0.5051; number 9, C, carries 0.6717; number 10, O, carries -0.5021; number 11, N, carries -0.7378; number 12, C, carries 0.1378; number 13, C, carries -0.2980; number 14, C, carries -0.2145; number 15, C, carries -0.2592; number 16, C, carries -0.1653; number 17, C, carries -0.3153; number 18, H, carries 0.4305; number 19, H, carries 0.4600; number 20, H, carries 0.2862; number 21, H, carries 0.4884; number 22, H, carries 0.3111; number 23, H, carries 0.2387; number 24, H, carries 0.2316; number 25, H, carries 0.2836; number 26, H, carries 0.4132; number 27, H, carries 0.2266; number 28, H, carries 0.2318; number 29, H, carries 0.2419; number 30, H, carries 0.3326; number 31, H, carries 0.2238; number 32, C, carries 0.9395; number 33, O, carries -0.8306; number 34, O, carries -0.7288; number 35, O, carries -0.8254; number 36, H, carries 0.4894

=====

This record from the OMol25 dataset describes a structure of composition C20H27HfN2O4P at a distorted geometry. The level of theory is wB97M-V/def2-TZVPD.

Positions of all 55 atoms, in Å:
C (3.299, -3.163, -1.957)
C (3.795, -2.003, -1.373)
C (2.909, -1.027, -0.881)
C (1.540, -1.247, -0.973)
C (1.032, -2.419, -1.542)
C (1.917, -3.384, -2.025)
C (3.393, 0.251, -0.252)
C (2.501, 1.503, -0.501)
N (2.949, 2.186, -1.725)
Hf (0.344, 0.072, 0.290)
C (-0.481, -2.528, -1.661)
P (-1.126, -0.770, -1.789)
H (4.866, -1.801, -1.306)
H (1.498, -4.276, -2.492)
H (3.983, -3.894, -2.389)
H (-0.965, -2.994, -0.782)
H (-0.801, -3.090, -2.557)
H (3.539, 0.140, 0.850)
H (4.409, 0.482, -0.638)
H (1.344, 1.407, -0.646)
C (-2.917, -0.956, -2.011)
C (-0.595, -0.442, -3.511)
H (2.683, 2.212, 0.317)
C (2.630, 1.492, -2.958)
C (2.544, 3.584, -1.760)
H (-1.397, 0.732, 0.808)
H (3.050, 2.091, -3.782)
H (3.072, 0.491, -2.967)
H (1.544, 1.388, -3.143)
H (2.982, 4.052, -2.648)
H (1.448, 3.725, -1.800)
H (2.925, 4.089, -0.864)
H (-1.042, -1.137, -4.236)
H (-0.889, 0.574, -3.791)
H (0.490, -0.519, -3.619)
H (-3.207, -1.645, -2.819)
H (-3.384, -1.308, -1.084)
H (-3.348, 0.025, -2.246)
H (-1.022, 1.416, 0.407)
O (1.267, -0.125, 2.484)
C (0.285, -0.931, 2.606)
O (-0.121, -1.565, 1.533)
C (-0.702, -0.905, 3.695)
C (-0.349, -0.854, 5.049)
C (-1.365, -0.649, 5.963)
C (-2.693, -0.483, 5.517)
C (-3.043, -0.577, 4.167)
C (-2.049, -0.848, 3.251)
N (-3.711, -0.223, 6.452)
O (-3.432, -0.159, 7.671)
O (-4.880, -0.074, 6.020)
H (0.711, -0.967, 5.311)
H (-1.147, -0.553, 7.037)
H (-4.069, -0.408, 3.844)
H (-2.297, -0.921, 2.188)

Atoms 1-3, force components in eV/Å:
-0.194 -0.015 0.051
-0.182 0.587 0.270
0.392 -0.508 -0.038

Summary:
HOMO level   -15.154 eV
Charge   +2
Frontier orbital gap   5.64 eV

And the natural (NBO) charges, in e, turn out to be: number 1, C, carries -0.1300; number 2, C, carries -0.2212; number 3, C, carries 0.0928; number 4, C, carries -0.5999; number 5, C, carries 0.0020; number 6, C, carries -0.1914; number 7, C, carries -0.4981; number 8, C, carries -0.1543; number 9, N, carries -0.3704; number 10, Hf, carries 2.0677; number 11, C, carries -0.6889; number 12, P, carries 0.8118; number 13, H, carries 0.2416; number 14, H, carries 0.2420; number 15, H, carries 0.2531; number 16, H, carries 0.2634; number 17, H, carries 0.2674; number 18, H, carries 0.2588; number 19, H, carries 0.2954; number 20, H, carries -0.0091; number 21, C, carries -0.9458; number 22, C, carries -0.9191; number 23, H, carries 0.2629; number 24, C, carries -0.4300; number 25, C, carries -0.4253; number 26, H, carries 0.0996; number 27, H, carries 0.2449; number 28, H, carries 0.2189; number 29, H, carries 0.1646; number 30, H, carries 0.2430; number 31, H, carries 0.1715; number 32, H, carries 0.2202; number 33, H, carries 0.2750; number 34, H, carries 0.2568; number 35, H, carries 0.2627; number 36, H, carries 0.2827; number 37, H, carries 0.2583; number 38, H, carries 0.2666; number 39, H, carries 0.0341; number 40, O, carries -0.6587; number 41, C, carries 0.7584; number 42, O, carries -0.7195; number 43, C, carries -0.0986; number 44, C, carries -0.1596; number 45, C, carries -0.1502; number 46, C, carries 0.0767; number 47, C, carries -0.1560; number 48, C, carries -0.2067; number 49, N, carries 0.4727; number 50, O, carries -0.3189; number 51, O, carries -0.3409; number 52, H, carries 0.2551; number 53, H, carries 0.2850; number 54, H, carries 0.2767; number 55, H, carries 0.2102

=====

This record from the OMol25 dataset describes a structure of composition C18H16Br2N5O7Os at a distorted geometry. The level of theory is wB97M-V/def2-TZVPD.

Positions of all 49 atoms, in Å:
Os (-0.038, -0.476, -1.143)
Br (0.731, 4.532, -1.753)
C (2.003, 3.165, -1.523)
C (3.358, 3.454, -1.409)
C (4.306, 2.457, -1.243)
Br (6.117, 2.927, -1.065)
C (3.909, 1.079, -1.206)
C (4.789, -0.011, -1.107)
C (4.271, -1.289, -1.143)
C (2.890, -1.480, -1.190)
N (2.021, -0.473, -1.243)
C (2.531, 0.789, -1.294)
C (1.537, 1.824, -1.437)
O (0.315, 1.474, -1.469)
H (3.675, 4.486, -1.455)
H (5.855, 0.147, -1.012)
H (4.932, -2.142, -1.132)
H (2.482, -2.484, -1.191)
O (-4.122, -0.525, -0.381)
C (-3.021, -0.055, -0.357)
O (-2.013, -0.420, -1.082)
C (-2.656, 1.070, 0.630)
C (-1.334, 1.132, 1.023)
C (-0.846, 2.238, 1.697)
C (-1.713, 3.217, 2.159)
C (-3.065, 3.046, 1.894)
C (-3.560, 2.018, 1.098)
N (-4.037, 4.043, 2.473)
O (-5.186, 3.807, 2.274)
O (-3.520, 4.939, 3.065)
N (0.597, 2.342, 1.830)
O (1.051, 3.253, 2.450)
O (1.241, 1.496, 1.215)
H (-0.647, 0.296, 0.851)
H (-1.346, 4.067, 2.723)
H (-4.619, 1.956, 0.874)
N (-1.365, -5.848, 0.146)
C (-1.999, -4.493, 0.131)
C (-1.015, -3.312, 0.235)
N (-0.575, -2.702, -1.043)
H (-2.098, -6.563, 0.286)
H (-0.696, -5.956, 0.923)
H (-0.883, -6.083, -0.732)
H (-2.677, -4.458, 0.988)
H (-2.614, -4.414, -0.768)
H (-0.132, -3.601, 0.810)
H (-1.530, -2.526, 0.795)
H (-1.395, -2.633, -1.660)
H (0.090, -3.308, -1.529)

Atoms 1-3, force components in eV/Å:
-2.390 -0.583 -0.073
0.552 -0.591 0.124
-0.572 0.691 -0.077

Summary:
HOMO level (spin up / spin down)   -17.263 / -17.676 eV
Charge   +3
Multiplicity   5
Frontier orbital gap (spin up / spin down)   7.33 / 5.82 eV

And the natural (NBO) charges, in e, turn out to be: number 1, Os, carries 1.5931; number 2, Br, carries 0.2807; number 3, C, carries -0.0725; number 4, C, carries -0.2375; number 5, C, carries -0.0026; number 6, Br, carries 0.3154; number 7, C, carries -0.0372; number 8, C, carries -0.0381; number 9, C, carries -0.2209; number 10, C, carries 0.1119; number 11, N, carries -0.5343; number 12, C, carries 0.1482; number 13, C, carries 0.3982; number 14, O, carries -0.5606; number 15, H, carries 0.2903; number 16, H, carries 0.2768; number 17, H, carries 0.2779; number 18, H, carries 0.2124; number 19, O, carries -0.4831; number 20, C, carries 0.7699; number 21, O, carries -0.7213; number 22, C, carries -0.1697; number 23, C, carries -0.0880; number 24, C, carries -0.0064; number 25, C, carries -0.1346; number 26, C, carries 0.0506; number 27, C, carries -0.1090; number 28, N, carries 0.5443; number 29, O, carries -0.3129; number 30, O, carries -0.3209; number 31, N, carries 0.5423; number 32, O, carries -0.2606; number 33, O, carries -0.4823; number 34, H, carries 0.1630; number 35, H, carries 0.3046; number 36, H, carries 0.2967; number 37, N, carries -0.6735; number 38, C, carries -0.2585; number 39, C, carries -0.2499; number 40, N, carries -0.8255; number 41, H, carries 0.4767; number 42, H, carries 0.4558; number 43, H, carries 0.4504; number 44, H, carries 0.2727; number 45, H, carries 0.2527; number 46, H, carries 0.2268; number 47, H, carries 0.2546; number 48, H, carries 0.4299; number 49, H, carries 0.4037

=====

This record from the OMol25 dataset describes a cluster of 2 separate species, C10H25N2O2S in total at a distorted geometry. The level of theory is wB97M-V/def2-TZVPD.

Positions of all 40 atoms, in Å:
O (0.226, -3.231, 0.269)
N (-0.915, -3.247, -0.558)
S (-0.404, -3.812, -2.161)
C (-1.451, -1.842, -0.724)
C (-3.006, -1.833, -0.745)
O (-3.556, -2.950, -1.413)
C (-3.270, -4.162, -0.723)
C (-1.947, -4.100, 0.098)
H (0.665, -4.079, 0.111)
H (-0.935, -5.066, -2.326)
H (-1.080, -1.464, -1.682)
H (-1.013, -1.238, 0.079)
H (-3.340, -0.905, -1.217)
H (-3.366, -1.783, 0.298)
H (-3.130, -4.947, -1.480)
H (-4.104, -4.449, -0.071)
H (-2.187, -3.630, 1.061)
H (-1.547, -5.094, 0.329)
C (-0.478, 3.239, -0.797)
C (0.905, 3.568, -0.252)
N (1.150, 3.003, 1.064)
C (2.323, 3.557, 1.727)
C (3.690, 3.314, 1.083)
C (0.984, 1.567, 1.173)
C (1.816, 0.675, 0.245)
H (-1.256, 3.517, -0.085)
H (-0.653, 3.793, -1.720)
H (-0.583, 2.176, -1.031)
H (0.975, 4.655, -0.176)
H (1.663, 3.256, -0.985)
H (2.348, 3.199, 2.760)
H (2.175, 4.638, 1.809)
H (4.025, 2.286, 1.215)
H (4.436, 3.954, 1.559)
H (3.694, 3.551, 0.018)
H (-0.075, 1.336, 1.004)
H (1.163, 1.266, 2.209)
H (1.793, 1.016, -0.792)
H (1.413, -0.344, 0.261)
H (2.854, 0.609, 0.565)

Atoms 1-3, force components in eV/Å:
-0.231 0.805 0.223
-0.564 -1.234 -0.076
0.382 -0.303 -1.278

Summary:
HOMO level   -10.187 eV
Energy relative to the best compared isomer or geometry (same formula, charge and spin)   0.0 kJ/mol
Charge   +1
Frontier orbital gap   6.13 eV

And the natural (NBO) charges, in e, turn out to be: number 1, O, carries -0.4971; number 2, N, carries -0.0585; number 3, S, carries 0.2482; number 4, C, carries -0.2624; number 5, C, carries -0.0929; number 6, O, carries -0.4925; number 7, C, carries -0.0857; number 8, C, carries -0.2789; number 9, H, carries 0.4941; number 10, H, carries 0.1668; number 11, H, carries 0.2445; number 12, H, carries 0.2656; number 13, H, carries 0.2447; number 14, H, carries 0.1838; number 15, H, carries 0.1985; number 16, H, carries 0.2216; number 17, H, carries 0.2481; number 18, H, carries 0.2493; number 19, C, carries -0.6133; number 20, C, carries -0.2167; number 21, N, carries -0.4508; number 22, C, carries -0.2089; number 23, C, carries -0.6354; number 24, C, carries -0.2112; number 25, C, carries -0.6363; number 26, H, carries 0.2153; number 27, H, carries 0.2207; number 28, H, carries 0.1793; number 29, H, carries 0.2068; number 30, H, carries 0.1599; number 31, H, carries 0.1946; number 32, H, carries 0.1966; number 33, H, carries 0.1958; number 34, H, carries 0.2213; number 35, H, carries 0.2055; number 36, H, carries 0.1724; number 37, H, carries 0.2016; number 38, H, carries 0.2063; number 39, H, carries 0.1830; number 40, H, carries 0.2162

=====

charge of number 3 (C18H16Br2N5O7Os)? +3

=====

Number 1 is which compound? C12H15N5O4